ORCA calculation (ωB97M-V/def2-TZVPD) on one molecule with the formula C14H11N5OS2 at a distorted geometry.

* E: -45863.5603 eV
* 2S+1: 1
* largest force on an atom: 0.14583 Eh/bohr
* E_HOMO: -0.283 Eh
* orbital gap: 7.85 eV
* lowest unoccupied orbital energy: 0.1 eV
* structure (SMILES): Nc1nc(NCc2cccs2)nc2sc(-c3ccco3)nc12
* total charge: 0

CARTESIAN COORDINATES (ANGSTROEM)
S 0.344 5.786 -2.159
S 1.976 -1.564 0.763
O 2.295 -3.994 2.731
N -2.751 -0.557 0.571
N -0.408 -1.767 1.661
N 0.844 0.542 -0.714
N -1.514 0.851 -0.653
N -0.212 2.299 -1.778
C 2.066 4.693 -0.513
C -1.494 -0.102 0.160
C -0.453 -0.821 0.692
C 1.046 2.938 -2.200
C 1.004 -4.732 4.383
C 2.222 -4.829 3.869
C 0.712 -0.437 0.148
C 1.305 6.797 -1.095
C 0.253 -3.898 3.532
C 2.126 6.050 -0.238
C 1.107 -3.337 2.664
C 0.760 -2.322 1.751
C 1.122 4.374 -1.502
C -0.291 1.137 -1.034
H 2.758 6.424 0.521
H -0.834 -3.753 3.562
H 3.114 -5.326 4.213
H 1.174 7.858 -0.874
H 1.029 2.995 -3.257
H 2.850 4.077 -0.090
H -3.468 -0.196 -0.079
H 1.952 2.306 -1.851
H -1.106 2.781 -1.870
H 0.661 -5.235 5.335
H -2.727 -1.574 0.812